[1]
ORCA calculation (ωB97M-V/def2-TZVPD) on C45H29N11OY as an isolated structure.

Summary:
Energy above the lowest of the compared OMol25 structures with the same formula, charge and spin ... 1.939 eV
Total charge ... +1
HOMO (alpha / beta) ... -0.331 / -0.332 hartree
Orbital gap (alpha / beta) ... 4.8466 / 4.8813 eV

Geometry (Å):
Y1 -1.289 -0.641 -0.722
C1 0.140 5.470 -1.106
C2 -0.015 5.404 0.277
C3 -0.681 4.346 0.872
C4 -1.156 3.339 0.047
C5 -1.814 2.080 0.336
N1 -2.352 1.723 1.484
C6 -2.723 0.490 1.767
C7 -3.679 0.091 2.779
C8 -4.549 0.814 3.578
C9 -5.473 0.105 4.332
C10 -5.493 -1.289 4.330
C11 -4.591 -2.024 3.573
C12 -3.701 -1.324 2.775
C13 -2.759 -1.746 1.759
N2 -2.424 -2.988 1.467
C14 -1.887 -3.353 0.320
N3 -1.943 -2.617 -0.838
C15 -1.478 -3.373 -1.887
N4 -1.523 -2.994 -3.146
C16 -1.709 -1.748 -3.546
N5 -1.386 -0.632 -2.817
C17 -1.685 0.494 -3.542
N6 -1.474 1.735 -3.136
C18 -1.427 2.107 -1.874
N7 -1.897 1.354 -0.826
C19 -0.950 3.377 -1.352
C20 -0.328 4.465 -1.940
C21 -2.257 0.090 -4.811
C22 -2.865 0.807 -5.829
C23 -3.515 0.097 -6.827
C24 -3.529 -1.297 -6.830
C25 -2.895 -2.025 -5.835
C26 -2.273 -1.326 -4.813
C27 -1.027 -4.653 -1.367
C28 -0.408 -5.743 -1.954
C29 0.038 -6.758 -1.120
C30 -0.136 -6.701 0.262
C31 -0.799 -5.640 0.855
C32 -1.250 -4.622 0.030
N8 -2.218 -0.634 1.169
H1 0.645 6.322 -1.532
H2 0.388 6.194 0.894
H3 -0.818 4.287 1.940
H4 -4.511 1.893 3.596
H5 -6.198 0.642 4.926
H6 -6.233 -1.807 4.923
H7 -4.584 -3.103 3.590
H8 -0.214 4.502 -3.013
H9 -2.852 1.886 -5.817
H10 -4.032 0.636 -7.609
H11 -4.057 -1.823 -7.614
H12 -2.902 -3.104 -5.828
H13 -0.273 -5.772 -3.024
H14 0.544 -7.610 -1.544
H15 0.252 -7.498 0.879
H16 -0.946 -5.586 1.921
C33 4.137 2.009 5.680
C34 4.497 2.006 4.225
C35 3.597 2.415 3.251
C36 3.947 2.442 1.910
C37 5.219 2.046 1.517
N9 5.670 2.089 0.182
C38 5.015 2.206 -0.999
O1 5.534 2.637 -1.998
N10 3.658 1.805 -1.054
C39 3.058 0.685 -0.554
C40 3.704 -0.277 0.237
C41 2.977 -1.358 0.694
C42 1.634 -1.476 0.372
N11 1.003 -0.577 -0.398
C43 1.704 0.464 -0.852
C44 6.130 1.638 2.488
C45 5.773 1.620 3.821
H17 3.139 2.410 5.839
H18 4.848 2.616 6.239
H19 4.175 1.000 6.093
H20 2.609 2.748 3.537
H21 3.240 2.810 1.184
H22 6.663 2.267 0.084
H23 3.189 2.232 -1.845
H24 4.752 -0.187 0.465
H25 3.446 -2.116 1.300
H26 1.044 -2.314 0.732
H27 1.179 1.172 -1.491
H28 7.128 1.351 2.193
H29 6.501 1.318 4.559

---

[2]
ORCA calculation (ωB97M-V/def2-TZVPD) on a 16-piece molecular cluster, C31H89BCl2F4N3O24 overall.

Summary:
Total charge ... +1
HOMO ... -0.369 hartree
Orbital gap ... 7.4425 eV

Geometry (Å):
N1 -5.501 0.409 -10.288
H1 -5.994 1.050 -10.894
H2 -4.841 0.944 -9.742
H3 -4.874 -0.167 -10.832
H4 -6.163 -0.047 -9.677
C1 -9.997 2.448 -4.231
C2 -9.463 3.879 -4.219
N2 -9.344 4.448 -5.546
C3 -10.444 4.600 -6.385
C4 -10.056 5.046 -7.675
N3 -8.668 5.254 -7.595
C5 -8.225 4.789 -6.289
C6 -7.745 5.554 -8.693
H5 -9.668 1.896 -3.351
H6 -9.694 1.923 -5.137
H7 -11.081 2.427 -4.349
H8 -8.427 3.859 -3.878
H9 -10.025 4.610 -3.637
H10 -11.458 4.420 -6.058
H11 -10.691 5.229 -8.529
H12 -7.185 4.645 -6.036
H13 -7.710 6.639 -8.791
H14 -7.954 4.945 -9.573
H15 -6.765 5.272 -8.311
B1 -10.721 3.345 -11.494
F1 -9.474 3.344 -10.948
F2 -11.070 2.120 -11.886
F3 -11.588 3.614 -10.466
F4 -10.724 4.198 -12.571
C7 -9.001 -1.959 -4.123
C8 -7.888 -2.331 -5.173
O1 -7.292 -1.216 -5.874
O2 -10.255 -1.526 -4.718
H16 -8.720 -1.204 -3.389
H17 -9.186 -2.833 -3.498
H18 -8.358 -2.978 -5.913
H19 -7.077 -2.898 -4.715
H20 -6.898 -0.564 -5.289
H21 -10.792 -0.993 -4.127
C9 -4.634 2.359 -3.849
C10 -4.906 0.877 -4.027
O3 -6.318 0.603 -3.955
O4 -4.888 3.052 -5.080
H22 -3.644 2.568 -3.443
H23 -5.324 2.730 -3.090
H24 -4.298 0.393 -3.263
H25 -4.470 0.574 -4.979
H26 -6.564 0.944 -3.093
H27 -4.681 3.987 -5.009
C11 -3.277 3.112 -8.726
C12 -4.762 3.503 -8.445
O5 -5.443 2.434 -7.793
O6 -3.249 2.125 -9.710
H28 -2.834 2.720 -7.810
H29 -2.753 4.009 -9.055
H30 -5.297 3.780 -9.354
H31 -4.658 4.399 -7.833
H32 -5.335 2.468 -6.840
H33 -2.343 1.830 -9.825
C13 -2.041 1.628 -15.210
C14 -2.538 0.433 -16.078
O7 -1.975 0.741 -17.317
O8 -0.627 1.871 -15.264
H34 -2.443 1.436 -14.215
H35 -2.616 2.465 -15.606
H36 -3.626 0.362 -16.101
H37 -2.171 -0.513 -15.679
H38 -2.033 -0.013 -17.908
H39 -0.440 2.058 -16.187
C15 -9.184 1.325 -8.195
C16 -8.580 0.006 -8.821
O9 -7.272 -0.277 -8.347
O10 -10.495 1.620 -8.729
H40 -8.548 2.210 -8.244
H41 -9.534 1.173 -7.174
H42 -8.562 0.360 -9.852
H43 -9.254 -0.840 -8.690
H44 -7.396 -0.511 -7.424
H45 -10.442 2.030 -9.595
C17 -6.702 4.307 -12.400
C18 -6.569 2.812 -12.352
O11 -7.177 2.202 -11.243
O12 -7.935 4.628 -13.085
H46 -5.861 4.718 -12.959
H47 -6.665 4.850 -11.455
H48 -5.505 2.590 -12.427
H49 -6.970 2.431 -13.292
H50 -8.082 2.521 -11.258
H51 -8.666 4.368 -12.520
C19 -2.973 -0.982 -12.432
C20 -3.402 -2.285 -11.669
O13 -3.915 -1.901 -10.376
O14 -4.051 -0.121 -12.604
H52 -2.441 -1.204 -13.357
H53 -2.265 -0.491 -11.764
H54 -2.633 -3.044 -11.526
H55 -4.132 -2.783 -12.308
H56 -4.301 -2.679 -9.967
H57 -4.466 -0.436 -13.411
C21 -0.286 1.920 -11.351
C22 -0.215 3.475 -11.542
O15 0.663 4.089 -10.585
O16 -0.645 1.563 -10.081
H58 0.681 1.483 -11.597
H59 -0.982 1.488 -12.069
H60 -1.204 3.919 -11.428
H61 0.154 3.730 -12.536
H62 0.259 4.887 -10.236
H63 0.005 1.987 -9.516
C23 -6.668 -5.073 -7.815
C24 -6.840 -3.888 -8.759
O17 -5.851 -3.842 -9.759
O18 -6.638 -6.272 -8.503
H64 -7.352 -5.061 -6.967
H65 -5.721 -5.019 -7.277
H66 -6.940 -2.986 -8.155
H67 -7.831 -4.011 -9.196
H68 -5.913 -4.452 -10.498
H69 -7.571 -6.458 -8.630
C25 -11.709 -1.146 -12.516
C26 -11.586 -1.589 -11.030
O19 -10.405 -2.282 -10.775
O20 -11.708 -2.292 -13.386
H70 -10.869 -0.471 -12.678
H71 -12.641 -0.611 -12.697
H72 -12.456 -2.226 -10.871
H73 -11.759 -0.760 -10.343
H74 -9.629 -1.866 -11.159
H75 -10.838 -2.698 -13.368
C27 -6.615 0.425 -15.288
C28 -5.977 -0.851 -15.872
O21 -5.115 -1.457 -14.937
O22 -7.598 0.174 -14.244
H76 -7.043 1.089 -16.039
H77 -5.802 1.069 -14.953
H78 -5.424 -0.587 -16.773
H79 -6.717 -1.596 -16.166
H80 -4.733 -2.222 -15.374
H81 -8.253 0.872 -14.318
C29 -7.509 -2.269 -12.336
C30 -8.041 -2.969 -13.568
O23 -9.251 -3.644 -13.372
O24 -8.218 -1.044 -12.012
H82 -6.451 -2.074 -12.515
H83 -7.638 -2.891 -11.451
H84 -7.330 -3.686 -13.978
H85 -8.228 -2.331 -14.432
H86 -9.308 -4.195 -14.156
H87 -8.146 -0.477 -12.783
C31 -0.808 -1.117 -7.944
Cl1 -2.254 -1.623 -6.917
Cl2 0.233 -2.464 -8.406
H88 -1.131 -0.736 -8.913
H89 -0.227 -0.387 -7.380